Record 1
This record from the OMol25 dataset describes a structure of composition C39H32CoN2O2P2. The level of theory is the ωB97M-V functional and the def2-TZVPD basis.

The frontier orbital gap (spin up / spin down) comes out at 7.1 / 7.1 eV. The multiplicity is 1. As for the highest occupied orbital energy (spin up / spin down): -10.75 / -10.75 eV. Its net charge is +1.

Positions of all 78 atoms, in Å:
H  -5.699  0.011  -3.229
C  1.590  4.558  -1.706
H  -0.527  0.920  -4.906
P  -1.761  -0.911  -0.355
C  3.714  -3.235  1.918
H  -3.264  -0.203  2.093
C  1.833  -2.340  3.138
C  -2.787  -1.162  2.245
C  1.893  1.598  3.559
C  -5.762  -1.960  -2.386
H  -0.963  4.203  -3.897
H  0.928  -1.746  3.154
C  0.559  1.811  1.573
H  -5.545  -3.857  -1.406
H  -2.163  1.356  -0.945
H  1.622  3.120  5.040
C  0.764  4.824  -2.787
C  2.931  0.089  -1.969
H  3.759  -4.272  5.137
C  0.985  0.542  -3.437
C  -0.010  2.983  2.086
Co  0.436  -0.645  -0.958
H  1.980  0.237  1.920
H  -2.690  -3.662  4.519
C  3.421  -3.763  4.244
C  -2.479  -3.113  3.611
C  -3.035  -1.856  3.418
H  2.447  5.186  -1.506
H  -1.424  2.278  -2.475
C  4.138  -3.891  3.062
C  -0.327  4.007  -3.045
H  2.639  1.059  4.126
H  4.270  -3.317  0.994
H  1.713  -2.887  5.205
C  2.272  -2.986  4.283
C  2.559  -2.461  1.955
H  -3.441  -3.261  -0.303
C  -1.828  0.895  -0.015
H  0.973  5.666  -3.433
C  -3.367  -1.277  -1.137
H  4.011  0.088  -1.849
C  -0.597  2.927  -2.223
H  -0.742  -3.392  0.727
H  1.957  3.296  -0.021
H  -1.226  -4.646  2.785
C  -3.926  -2.541  -0.949
H  4.253  1.476  -3.766
C  -5.205  -0.707  -2.589
C  2.354  0.693  -3.122
C  1.510  1.123  2.312
H  -3.596  0.613  -2.166
C  3.204  1.378  -4.020
C  2.101  -1.733  0.753
H  -3.678  -1.424  4.172
N  2.955  -1.129  -0.012
O  0.816  -1.668  0.538
H  0.986  2.121  -6.441
C  1.367  1.728  -5.508
N  2.253  -0.528  -1.052
P  -0.062  1.260  -0.021
C  1.323  2.753  4.068
C  0.517  1.064  -4.660
H  -0.745  3.534  1.510
H  -0.068  4.354  3.722
H  -2.454  1.280  0.789
H  -6.694  -2.223  -2.866
C  2.724  1.901  -5.188
C  -1.663  -3.668  2.637
H  3.381  2.424  -5.868
H  5.029  -4.502  3.033
C  0.209  2.673  -1.115
C  1.314  3.489  -0.870
O  0.133  -0.093  -2.661
C  -5.117  -2.877  -1.567
C  0.372  3.448  3.329
C  -4.009  -0.369  -1.976
C  -1.391  -2.962  1.476
C  -1.951  -1.702  1.272

Mulliken atomic charge list, values in e, 8 entries: number 1, H, carries 0.44; number 2, C, carries -0.77; number 3, H, carries 0.50; number 4, P, carries 1.10; number 5, C, carries -0.50; number 6, H, carries 0.33; number 7, C, carries 0.07; number 8, C, carries -0.30



Record 2
This record from the OMol25 dataset describes the ion C23H31N2O4 with charge +1. The level of theory is the ωB97M-V functional and the def2-TZVPD basis.

The frontier orbital gap comes out at 8.8 eV. The multiplicity is 1. As for the highest occupied orbital energy: -10.85 eV. Its structure (SMILES) is Cc1cc(C)cc(OC[C@H](O)CN2CC[NH+](Cc3ccc4c(c3)OCO4)CC2)c1. The energy above the lowest of the compared OMol25 structures with the same formula, charge and spin comes out at 29.48 kJ/mol. Its net charge is +1.

Positions of all 60 atoms, in Å:
H  -1.109  0.951  -3.606
H  2.646  -1.143  -2.521
O  -5.824  -1.271  1.926
H  -3.974  -2.364  0.144
H  3.740  4.140  -4.268
C  1.868  -1.695  2.749
H  -2.487  -1.213  4.767
H  2.233  -2.125  -0.172
N  0.449  -1.334  2.539
C  3.782  3.073  -4.069
H  -1.087  3.397  -5.969
H  -0.352  -2.150  4.306
O  0.314  -1.466  -0.140
H  -6.648  0.244  3.060
H  1.431  4.125  -4.914
C  0.968  0.719  -3.196
H  -0.244  -1.023  -0.802
H  0.254  1.186  1.034
H  -0.186  -3.284  2.949
H  4.369  2.905  -3.168
H  -7.025  -1.428  3.599
H  1.203  1.918  2.332
C  2.234  1.268  -3.304
C  -4.089  -1.253  3.356
H  0.637  0.246  3.903
C  -3.644  -2.112  1.137
C  2.777  -0.527  2.274
O  -5.132  -0.741  4.056
O  0.658  -0.493  -2.602
H  3.065  0.078  3.140
H  0.263  -1.394  1.500
C  0.232  0.078  2.902
H  3.298  0.076  -0.341
H  -2.087  2.884  -4.609
H  -1.167  4.394  -4.525
C  -0.134  1.405  -3.699
H  1.365  -2.366  -2.420
H  -0.839  0.283  2.919
C  0.023  2.631  -4.321
C  0.936  0.965  1.856
C  2.237  0.059  -0.076
H  2.072  -2.613  2.196
C  -6.246  -0.772  3.182
C  -4.511  -1.575  2.059
H  4.299  2.594  -4.900
C  2.405  2.501  -3.929
H  3.689  -0.926  1.833
C  -2.332  -2.330  1.550
C  -2.793  -1.456  3.763
H  -1.637  -2.770  0.850
C  1.657  -1.287  -0.576
N  2.131  0.338  1.332
C  1.658  -1.356  -2.114
H  3.109  0.766  -2.922
C  1.301  3.170  -4.428
C  -1.153  3.366  -4.883
H  2.031  -1.888  3.811
C  -0.478  -2.268  3.227
H  1.748  0.877  -0.608
C  -1.907  -2.013  2.832

Mulliken atomic charge list, values in e, 8 entries: number 1, H, carries 0.39; number 2, H, carries 0.46; number 3, O, carries -0.47; number 4, H, carries 0.46; number 5, H, carries 0.38; number 6, C, carries -0.54; number 7, H, carries 0.44; number 8, H, carries 0.24



Record 3
This record from the OMol25 dataset describes a structure of composition C19H20CsN3O3S2. The level of theory is the ωB97M-V functional and the def2-TZVPD basis.

The frontier orbital gap comes out at 5.6 eV. The multiplicity is 1. As for the highest occupied orbital energy: -1.54 eV. The energy above the lowest of the compared OMol25 structures with the same formula, charge and spin comes out at 0.00 kJ/mol. Its net charge is -2.

Positions of all 48 atoms, in Å:
H  1.458  3.036  -0.598
H  -3.942  -4.128  -0.969
C  5.092  0.308  0.253
C  -0.550  5.709  2.975
C  -1.007  -7.123  -0.714
C  5.340  -1.003  -0.172
H  -1.887  6.413  -0.054
H  -2.106  -6.477  1.032
H  -4.391  -6.453  -0.306
C  2.795  0.122  -0.597
H  -0.191  3.718  3.708
H  -3.366  -6.313  -1.725
N  -3.242  -4.657  -0.464
C  -2.328  -6.940  0.061
H  6.315  -1.454  -0.012
H  -2.726  -7.938  0.247
H  -3.308  -4.401  0.513
H  -1.058  2.605  1.680
O  -0.787  -8.284  -1.117
C  3.022  -1.227  -1.038
C  4.348  -1.729  -0.797
Cs  -0.139  -3.238  -0.911
H  2.666  2.439  -1.769
H  3.634  1.853  0.327
H  -0.165  6.197  3.862
C  -1.059  3.685  1.753
C  -3.407  -6.107  -0.652
C  -1.516  5.819  0.776
N  -0.619  1.383  -0.508
C  -1.537  4.432  0.677
C  -0.569  4.317  2.887
O  2.157  -1.956  -1.626
H  -1.180  3.489  -1.212
C  3.832  0.832  0.009
C  1.666  2.283  -1.363
H  5.853  0.899  0.748
O  -0.308  -6.094  -0.860
H  4.529  -2.746  -1.128
S  -2.537  -0.582  -0.655
H  0.925  2.425  -2.149
S  -3.058  2.309  -0.459
C  -1.028  6.459  1.912
H  -2.633  4.512  -1.154
N  0.385  0.423  -0.437
C  -2.030  3.791  -0.597
C  1.531  0.879  -0.792
H  -1.023  7.542  1.963
C  -1.849  0.971  -0.546

Mulliken atomic charge list, values in e, 8 entries: number 1, H, carries 0.28; number 2, H, carries 0.16; number 3, C, carries -0.70; number 4, C, carries -0.38; number 5, C, carries 0.31; number 6, C, carries -0.24; number 7, H, carries 0.29; number 8, H, carries 0.22



Summary of largest force on an atom in eV Å⁻¹
1.1 1.3 0.8
(order as listed above)